[1]
# C7H14

A cluster of 2 separate species, C7H14 in total (ωB97M-V/def2-TZVPD, OMol25).

Atoms and positions in Å:
1 C 1.700 -1.435 0.930
2 C 1.120 -1.012 -0.389
3 C -0.012 -0.355 -0.511
4 C -1.158 -0.041 -1.365
5 C -1.240 0.067 0.165
6 C -1.976 -0.967 0.980
7 H 2.785 -1.290 0.971
8 H 1.241 -0.906 1.773
9 H 1.509 -2.507 1.066
10 H 1.647 -1.321 -1.291
11 H -1.230 0.882 -1.940
12 H -1.606 -0.909 -1.844
13 H -1.329 1.093 0.531
14 H -1.598 -0.992 2.010
15 H -1.824 -1.960 0.542
16 H -3.047 -0.752 1.007
17 C 0.996 2.470 -0.529
18 H 1.081 1.393 -0.525
19 H 1.532 2.855 -1.397
20 H 1.446 2.827 0.398
21 H -0.035 2.859 -0.580

Results
Frontier orbital gap ... 10.074 eV
LUMO ... 1.076 eV
Structure (SMILES) ... C/C=C1/C[C@H]1C.C

---

[2]
# C7H14

A cluster of 2 separate species, C7H14 in total (ωB97M-V/def2-TZVPD, OMol25).

Atoms and positions in Å:
1 C -1.754 -1.046 -0.578
2 C -0.965 0.149 -1.044
3 C -0.774 1.289 -0.378
4 C -1.345 1.642 0.965
5 H -1.358 -1.974 -1.007
6 H -2.799 -0.964 -0.895
7 H -1.746 -1.165 0.512
8 H -0.469 0.037 -2.007
9 H -0.125 2.038 -0.835
10 H -1.918 2.575 0.904
11 H -0.554 1.798 1.709
12 H -2.016 0.865 1.345
13 C 2.391 -0.384 -1.069
14 C 1.548 -0.941 -0.211
15 C 1.366 -0.575 1.238
16 H 2.411 -0.694 -2.114
17 H 3.092 0.398 -0.767
18 H 0.904 -1.739 -0.578
19 H 1.715 0.443 1.449
20 H 1.931 -1.273 1.864
21 H 0.315 -0.626 1.556

Results
Frontier orbital gap ... 9.816 eV
LUMO ... 1.122 eV
Structure (SMILES) ... C/C=C\C.C=CC

---

[3]
# C7H14

The molecule C7H14 in a non-equilibrium geometry (ωB97M-V/def2-TZVPD, OMol25).

Atoms and positions in Å:
1 C 1.435 -0.693 1.160
2 C 0.269 -1.235 0.282
3 C -0.586 -0.718 -0.867
4 C -0.158 -0.477 -2.284
5 C -0.360 0.221 0.220
6 C 0.480 1.445 -0.159
7 C -1.343 0.489 1.306
8 H 1.587 -1.491 1.869
9 H 1.199 0.189 1.812
10 H 2.333 -0.421 0.620
11 H -0.313 -1.980 0.836
12 H -1.605 -1.099 -0.774
13 H -0.650 0.417 -2.684
14 H -0.437 -1.333 -2.904
15 H 0.924 -0.348 -2.348
16 H 0.852 2.024 0.695
17 H -0.209 2.094 -0.716
18 H 1.333 1.249 -0.820
19 H -1.856 -0.438 1.577
20 H -0.840 0.869 2.211
21 H -2.056 1.237 0.968

Results
Frontier orbital gap ... 8.905 eV
LUMO ... 0.957 eV
Structure (SMILES) ... C[C@@H]1[C@H](C)C1(C)C

---

[4]
# C7H14

The molecule C7H14 in a non-equilibrium geometry (ωB97M-V/def2-TZVPD, OMol25).

Atoms and positions in Å:
1 C 1.489 1.778 0.459
2 C 0.369 1.465 -0.217
3 C 0.244 1.836 -1.669
4 C -0.801 0.739 0.418
5 C -0.433 -0.489 1.268
6 C 0.270 -1.603 0.483
7 C -0.705 -2.510 -0.250
8 H 2.313 2.295 -0.023
9 H 1.613 1.541 1.510
10 H 1.137 1.528 -2.224
11 H -0.612 1.346 -2.143
12 H 0.115 2.917 -1.777
13 H -1.511 0.421 -0.355
14 H -1.346 1.457 1.045
15 H 0.212 -0.179 2.098
16 H -1.346 -0.885 1.731
17 H 0.847 -2.217 1.185
18 H 0.990 -1.190 -0.232
19 H -1.343 -1.948 -0.938
20 H -0.157 -3.260 -0.830
21 H -1.346 -3.042 0.461

Results
Frontier orbital gap ... 10.206 eV
LUMO ... 1.125 eV
Structure (SMILES) ... C=C(C)CCCC

---

[5]
# C7H14

The molecule C7H14 (ωB97M-V/def2-TZVPD, OMol25).

Atoms and positions in Å:
1 C -1.224 1.082 -0.937
2 C -1.127 -0.014 0.128
3 C -2.415 -0.840 0.113
4 C 0.134 -0.883 -0.063
5 C 1.352 -0.382 0.701
6 C 2.689 -0.168 0.049
7 C 1.906 1.010 0.553
8 H -1.379 0.634 -1.928
9 H -2.066 1.755 -0.739
10 H -0.319 1.692 -0.990
11 H -1.044 0.466 1.113
12 H -3.277 -0.211 0.366
13 H -2.596 -1.265 -0.882
14 H -2.376 -1.667 0.831
15 H -0.072 -1.906 0.283
16 H 0.362 -0.975 -1.135
17 H 1.403 -0.760 1.721
18 H 3.590 -0.468 0.577
19 H 2.742 -0.291 -1.030
20 H 1.475 1.676 -0.187
21 H 2.240 1.515 1.455

Results
Frontier orbital gap ... 11.320 eV
LUMO ... 1.246 eV
Structure (SMILES) ... CC(C)CC1CC1

---

[6]
# C7H14

The molecule C7H14 in a non-equilibrium geometry (ωB97M-V/def2-TZVPD, OMol25).

Atoms and positions in Å:
1 C -0.086 1.808 0.170
2 C -0.195 0.657 -0.821
3 C -1.221 -0.454 -0.521
4 C -2.273 -0.243 0.628
5 C 0.152 -1.533 -0.329
6 C 1.243 -0.517 -0.688
7 C 2.302 -0.237 0.408
8 H 0.883 2.271 -0.019
9 H -0.086 1.434 1.200
10 H -0.849 2.604 0.126
11 H -0.269 1.001 -1.852
12 H -1.798 -0.758 -1.404
13 H -1.852 0.201 1.539
14 H -3.140 0.402 0.374
15 H -2.715 -1.205 0.913
16 H 0.156 -2.435 -0.961
17 H 0.203 -1.777 0.728
18 H 1.805 -0.745 -1.627
19 H 1.795 0.016 1.343
20 H 2.970 -1.087 0.646
21 H 2.974 0.594 0.147

Results
Frontier orbital gap ... 9.885 eV
LUMO ... 1.160 eV
Structure (SMILES) ... C[C@@H]1[C@H](C)C[C@@H]1C

---

[7]
# C7H14

The molecule C7H14 in a non-equilibrium geometry (ωB97M-V/def2-TZVPD, OMol25).

Atoms and positions in Å:
1 C -0.171 1.961 1.148
2 C -0.519 1.152 -0.112
3 C -0.364 -0.338 0.015
4 C -1.322 -0.744 1.099
5 C -0.471 -1.114 -1.270
6 C 0.793 -1.190 -0.467
7 C 2.096 -0.616 -0.981
8 H 0.070 3.000 0.902
9 H -1.059 1.965 1.781
10 H 0.652 1.558 1.756
11 H -1.709 1.176 -0.178
12 H 0.054 1.516 -0.986
13 H -1.065 -0.358 2.098
14 H -1.351 -1.851 1.181
15 H -2.267 -0.092 0.730
16 H -1.150 -1.962 -1.281
17 H -0.457 -0.520 -2.182
18 H 0.926 -2.121 0.084
19 H 2.707 -0.255 -0.146
20 H 1.934 0.216 -1.675
21 H 2.674 -1.383 -1.515

Results
Frontier orbital gap ... 10.654 eV
LUMO ... 1.117 eV
Structure (SMILES) ... CC[C@@]1(C)C[C@H]1C

---

[8]
# C7H14

A cluster of 3 separate species, C7H14 in total in a non-equilibrium geometry (ωB97M-V/def2-TZVPD, OMol25).

Atoms and positions in Å:
1 C 1.782 -0.198 -1.304
2 C 0.354 0.153 -1.536
3 C -0.456 -0.624 -2.514
4 C -1.491 0.281 0.342
5 C -0.498 0.224 1.353
6 C -0.605 0.242 2.839
7 C 0.049 -0.926 2.108
8 H 1.901 -0.597 -0.277
9 H 2.167 -0.945 -2.018
10 H 2.437 0.680 -1.332
11 H 0.048 1.127 -1.208
12 H -0.416 -0.165 -3.513
13 H -0.098 -1.657 -2.610
14 H -1.501 -0.642 -2.211
15 H -2.225 1.105 0.361
16 H -1.798 -0.566 -0.259
17 H 1.075 1.081 1.148
18 H 0.019 0.952 3.364
19 H -1.574 0.046 3.304
20 H -0.418 -1.912 2.125
21 H 1.126 -0.920 2.084

Results
Frontier orbital gap (spin up / spin down) ... 8.949 / 6.731 eV
LUMO (spin up / spin down) ... 0.964 / -0.485 eV

---

In order of appearance, energy above the lowest of the compared OMol25 structures with the same formula, charge and spin = 2.288, 1.737, 3.036, 0.763, 0.958, 2.233, 1.780, 7.464 eV.
In order of appearance, total energy = -7484.00660, -7484.55776, -7483.25850, -7485.53165, -7485.33667, -7484.06155, -7484.51444, -7478.83037 eV.